# 1
Density functional theory data (the ωB97M-V functional and the def2-TZVPD basis) for a gas-phase ion, C6H11BrP (charge +1).

orbital gap (spin up / spin down)	0.3429 / 0.2447	Ha
highest occupied orbital energy (spin up / spin down)	-14.07 / -12.70	eV
energy above the lowest of the compared OMol25 structures with the same formula, charge and spin	66.93	kcal per mole
energy	-85720.6273	eV
LUMO level (spin up / spin down)	-4.741 / -6.038	eV

```
! wB97M-V def2-TZVPD RIJCOSX def2/J DEFGRID3
* xyz 1 1
C 1.190 0.492 0.486
C 0.877 -0.721 0.298
C -1.585 1.605 1.676
C -0.612 -1.021 0.327
C 1.877 -1.832 0.137
C -0.943 1.165 -1.318
P -1.503 0.553 0.259
Br -3.563 -0.382 -0.068
H 1.726 1.362 0.771
H -1.595 1.280 2.721
H -1.443 2.666 1.576
H -0.833 -1.530 -0.636
H -0.749 -1.666 1.109
H 1.549 -2.745 -0.237
H 2.365 -2.049 1.076
H 2.708 -1.602 -0.508
H -0.126 1.897 -1.356
H -1.653 1.531 -1.969
H -0.532 0.269 -1.807
*
```

***

# 2
Density functional theory data (the ωB97M-V functional and the def2-TZVPD basis) for a molecular structure, C4H13O4.

orbital gap	0.3034	Ha
highest occupied orbital energy	-4.84	eV
energy above the lowest of the compared OMol25 structures with the same formula, charge and spin	94.01	kcal per mole
energy	-12546.1556	eV
LUMO level	3.414	eV

```
! wB97M-V def2-TZVPD RIJCOSX def2/J DEFGRID3
* xyz -1 1
C -1.792 0.795 0.748
C -1.222 -0.203 -0.238
C 0.254 -0.331 -0.572
O 0.747 0.883 -1.085
C -1.548 0.514 2.239
O -2.282 1.796 3.004
H -1.614 1.866 0.619
H -2.874 0.811 0.647
H -1.694 0.004 -1.213
H -1.666 -1.203 0.019
H 0.792 -0.737 0.305
H 0.404 -1.035 -1.393
H -1.251 1.585 2.813
H -0.494 0.271 2.363
H -2.109 -0.312 2.661
H 1.590 0.566 -1.741
H 3.206 0.506 -1.945
O 2.620 0.030 -2.544
H 2.762 -1.332 -2.140
H 3.493 -2.244 -1.023
O 2.678 -2.228 -1.524
*
```

***

# 3
Density functional theory data (the ωB97M-V functional and the def2-TZVPD basis) for 2 unconnected molecules or ions with the total composition C3H6F3N.

orbital gap	0.3725	Ha
highest occupied orbital energy	-9.44	eV
energy above the lowest of the compared OMol25 structures with the same formula, charge and spin	132.84	kcal per mole
energy	-12845.6198	eV
LUMO level	0.700	eV

```
! wB97M-V def2-TZVPD RIJCOSX def2/J DEFGRID3
* xyz 0 1
C -1.076 0.480 0.984
C -0.158 -0.580 -1.137
C -0.140 0.470 -0.148
N 1.710 0.254 0.746
F -0.156 1.733 -0.739
F 1.575 -1.033 1.255
F 2.414 0.112 -0.380
H -2.086 0.131 0.553
H -0.774 -0.279 1.681
H -1.202 1.478 1.410
H -0.663 -0.373 -2.074
H 0.881 -0.756 -1.389
H -0.327 -1.636 -0.761
*
```

***

# 4
Density functional theory data (the ωB97M-V functional and the def2-TZVPD basis) for a single C2H7PS2 molecule.

orbital gap	0.3366	Ha
highest occupied orbital energy	-8.53	eV
energy above the lowest of the compared OMol25 structures with the same formula, charge and spin	17.45	kcal per mole
energy	-33146.3853	eV
LUMO level	0.630	eV
SMILES	CCSPS

```
! wB97M-V def2-TZVPD RIJCOSX def2/J DEFGRID3
* xyz 0 1
C -1.005 0.724 0.856
C 0.403 0.295 0.598
P 0.358 -1.840 -1.408
S 2.149 -1.006 -2.096
S 0.538 -1.555 0.653
H -1.431 0.560 1.761
H -1.155 1.802 0.672
H -1.655 0.241 0.103
H 1.195 0.788 1.100
H 0.430 0.453 -0.479
H 0.960 -3.302 -1.390
H 1.617 -0.863 -3.327
*
```

***

# 5
Density functional theory data (the ωB97M-V functional and the def2-TZVPD basis) for a molecular structure, C8H12O4.

orbital gap	0.3578	Ha
highest occupied orbital energy	-9.55	eV
energy above the lowest of the compared OMol25 structures with the same formula, charge and spin	185.23	kcal per mole
energy	-16672.9213	eV
LUMO level	0.189	eV

```
! wB97M-V def2-TZVPD RIJCOSX def2/J DEFGRID3
* xyz 0 1
C 1.537 0.519 2.702
C -0.010 0.808 2.501
C -0.822 0.755 0.343
C -0.339 -0.799 -1.241
C 0.573 -1.888 -1.587
C -0.613 0.087 -2.465
C -0.928 1.521 -2.081
C -1.066 1.822 -0.732
H 1.996 1.574 2.802
H 2.106 0.097 1.619
H 1.569 0.050 3.549
H -0.939 -0.292 2.668
H -0.042 1.145 3.535
H -2.050 0.261 0.592
H -1.517 -1.187 -0.869
H 0.421 -2.435 -2.533
H 1.478 -1.724 -1.654
H 1.280 -3.485 -0.706
H -1.051 2.131 -2.943
H -1.626 2.638 -0.713
O -0.225 1.571 1.326
O 0.119 -0.134 -0.052
O 0.569 -2.843 -0.461
O -0.419 -0.192 -3.600
*
```

***

# 6
Density functional theory data (the ωB97M-V functional and the def2-TZVPD basis) for a molecular structure, C29H45As3CoN2S2.

orbital gap (spin up / spin down)	0.1977 / 0.2052	Ha
highest occupied orbital energy (spin up / spin down)	-12.74 / -12.74	eV
energy above the lowest of the compared OMol25 structures with the same formula, charge and spin	7.19	kcal per mole
⟨S²⟩	0.832
energy	-275583.4117	eV
LUMO level (spin up / spin down)	-7.359 / -7.156	eV

```
! wB97M-V def2-TZVPD RIJCOSX def2/J DEFGRID3
* xyz 2 2
Co -0.316 -0.284 0.155
C -2.175 2.598 -1.875
As -1.604 0.760 -1.563
C -0.900 0.340 -3.331
C -3.277 -0.285 -1.649
C -4.213 -0.359 -0.437
C -5.430 -1.198 -0.852
C -3.597 -1.101 0.769
As -2.042 -0.368 1.715
C -1.850 -1.726 3.094
C -2.680 1.086 2.840
C -4.624 1.048 0.021
As -5.793 2.300 -1.028
C -5.747 1.775 -2.925
C -7.542 1.532 -0.597
H -2.870 2.953 -1.119
H -2.648 2.649 -2.854
H -1.299 3.245 -1.874
H -1.717 0.305 -4.050
H -0.383 -0.618 -3.327
H -0.195 1.112 -3.634
H -2.969 -1.293 -1.941
H -3.831 0.134 -2.493
H -5.134 -2.229 -1.062
H -5.902 -0.801 -1.748
H -6.166 -1.215 -0.048
H -3.286 -2.104 0.461
H -4.370 -1.218 1.532
H -2.799 -1.842 3.614
H -1.095 -1.401 3.809
H -1.552 -2.684 2.669
H -3.610 0.785 3.318
H -2.831 2.013 2.294
H -1.926 1.250 3.609
H -3.713 1.615 0.234
H -5.167 0.973 0.968
H -4.787 1.998 -3.387
H -6.497 2.403 -3.406
H -6.015 0.734 -3.101
H -7.707 1.557 0.479
H -7.639 0.510 -0.961
H -8.306 2.146 -1.070
S 1.454 -1.170 1.258
C 1.468 -2.823 0.877
N 2.380 -3.619 1.387
C 2.532 -4.981 0.879
C 1.189 -5.597 0.601
N 0.378 -4.697 -0.218
C -0.513 -5.362 -1.177
C 0.288 -5.946 -2.321
C 1.034 -5.109 -3.149
C 1.794 -5.643 -4.177
C 1.809 -7.016 -4.389
C 1.057 -7.849 -3.577
C 0.302 -7.318 -2.541
C 0.476 -3.388 -0.081
S -0.530 -2.328 -0.936
C 3.335 -3.223 2.434
C 3.033 -3.996 3.701
C 1.828 -3.777 4.362
C 1.512 -4.505 5.497
C 2.401 -5.457 5.980
C 3.603 -5.677 5.325
C 3.918 -4.951 4.184
H 3.054 -5.572 1.628
H 3.136 -4.953 -0.033
H 0.652 -5.826 1.526
H 1.331 -6.523 0.046
H -1.239 -4.641 -1.537
H -1.041 -6.156 -0.648
H 1.011 -4.035 -2.998
H 2.366 -4.988 -4.821
H 2.408 -7.434 -5.187
H 1.051 -8.918 -3.748
H -0.287 -7.975 -1.911
H 3.264 -2.152 2.594
H 4.343 -3.450 2.084
H 1.141 -3.025 3.987
H 0.578 -4.326 6.014
H 2.157 -6.024 6.868
H 4.302 -6.411 5.703
H 4.862 -5.125 3.679
*
```

***

# 7
Density functional theory data (the ωB97M-V functional and the def2-TZVPD basis) for a single C26H29FN4O5 molecule.

orbital gap	0.3296	Ha
highest occupied orbital energy	-8.41	eV
energy above the lowest of the compared OMol25 structures with the same formula, charge and spin	53.51	kcal per mole
energy	-46348.6874	eV
LUMO level	0.558	eV
SMILES	Cc1cc(NC(=O)CCC(=O)N(c2ccc(C)c(F)c2)[C@H](C(=O)NC2CCCC2)c2ccco2)no1

```
! wB97M-V def2-TZVPD RIJCOSX def2/J DEFGRID3
* xyz 0 1
C 4.256 4.990 -0.789
C 3.645 4.063 -1.772
C 2.912 2.921 -1.625
C 2.622 2.542 -2.960
N 3.150 3.390 -3.813
O 3.785 4.336 -3.080
N 1.914 1.455 -3.430
C 1.233 0.546 -2.678
O 1.175 0.588 -1.468
C 0.565 -0.527 -3.517
C -0.243 -1.461 -2.620
C -1.293 -0.630 -1.895
O -1.773 0.372 -2.389
N -1.621 -1.046 -0.646
C -1.191 -2.270 -0.077
C -0.373 -2.282 1.045
C -0.002 -3.485 1.620
C -0.428 -4.701 1.104
C -1.247 -4.655 -0.020
C -1.638 -3.472 -0.612
H -2.292 -3.491 -1.470
F -1.685 -5.816 -0.554
C -0.049 -6.013 1.714
H 0.369 -6.676 0.958
H -0.932 -6.502 2.124
H 0.678 -5.874 2.509
H 0.633 -3.481 2.493
H -0.029 -1.352 1.467
C -2.576 -0.258 0.136
C -3.664 -1.130 0.667
C -3.736 -1.925 1.773
C -4.999 -2.561 1.717
C -5.594 -2.111 0.581
O -4.794 -1.248 -0.063
H -6.548 -2.319 0.138
H -5.402 -3.254 2.427
H -2.993 -2.025 2.536
H -3.010 0.465 -0.568
C -1.885 0.542 1.260
O -2.381 0.674 2.359
N -0.716 1.088 0.890
H -0.342 0.938 -0.039
C 0.081 1.901 1.773
C 0.315 3.315 1.235
H -0.563 3.949 1.342
C 1.501 3.805 2.060
H 2.037 4.615 1.568
H 1.145 4.173 3.023
C 2.387 2.564 2.270
H 2.760 2.527 3.293
H 3.255 2.588 1.610
C 1.502 1.347 1.955
H 1.544 0.596 2.743
H 1.809 0.873 1.021
H 0.575 3.256 0.177
H -0.450 1.941 2.728
H 0.408 -1.953 -1.897
H -0.740 -2.220 -3.225
H 1.324 -1.080 -4.072
H -0.107 -0.038 -4.226
H 1.876 1.395 -4.438
H 2.619 2.415 -0.733
H 4.386 4.489 0.166
H 5.219 5.337 -1.157
H 3.616 5.860 -0.648
*
```

***

# 8
Density functional theory data (the ωB97M-V functional and the def2-TZVPD basis) for a single C4H2O molecule.

orbital gap	0.2980	Ha
highest occupied orbital energy	-10.62	eV
energy above the lowest of the compared OMol25 structures with the same formula, charge and spin	82.20	kcal per mole
energy	-6221.2952	eV
LUMO level	-2.509	eV

```
! wB97M-V def2-TZVPD RIJCOSX def2/J DEFGRID3
* xyz 0 1
C 1.265 0.099 0.308
C 2.395 -0.358 0.022
C -0.967 -0.396 0.132
C 0.111 0.591 -0.061
O -2.111 -0.200 -0.008
H -0.525 -1.482 0.154
H -0.167 1.746 -0.547
*
```